# CH2ClF2N3

A single CH2ClF2N3 molecule at a distorted geometry (ωB97M-V with the def2-TZVPD basis set, OMol25).

```
9
Properties=species:S:1:pos:R:3:lowdin_charge:R:1
C -0.079 0.022 0.481 -0.35
N -0.703 1.064 0.448 0.21
N 0.768 -0.631 -1.010 -0.42
N 0.108 -0.968 1.412 -0.05
F 1.358 -1.593 1.436 0.02
F -0.035 -0.420 2.642 0.04
Cl -0.405 -0.908 -2.234 0.51
H -0.925 1.550 1.255 0.05
H 1.273 0.200 -1.158 -0.01
```

Properties
E_tot (a.u.): -863.2452
Strongest force on any atom (eV/Å): 5.55
Energy relative to the best compared isomer or geometry (same formula, charge and spin) (kcal/mol): 144.2
SMILES string: [H]/N=C(/NCl)N(F)F

---

# HN2O3S

A gas-phase ion, HN2O3S (charge -1) at a distorted geometry (ωB97M-V with the def2-TZVPD basis set, OMol25).

```
7
Properties=species:S:1:pos:R:3:lowdin_charge:R:1
N -0.456 0.884 1.222 -0.27
N -0.507 0.075 0.259 -0.17
O 1.835 -0.816 -0.557 -0.52
O -1.151 0.810 2.275 -0.20
O 0.172 -0.209 -2.274 -0.56
S 0.948 0.173 -1.076 0.62
H -0.841 -0.916 0.152 0.10
```

Properties
E_tot (a.u.): -733.9987
Strongest force on any atom (eV/Å): 3.40
Energy relative to the best compared isomer or geometry (same formula, charge and spin) (kcal/mol): 73.7
Charge: -1

---

# C22H28N3O6

2 unconnected molecules or ions with the total composition C22H28N3O6 at a distorted geometry (ωB97M-V with the def2-TZVPD basis set, OMol25).

```
59
Properties=species:S:1:pos:R:3:lowdin_charge:R:1
C -4.612 -1.461 3.322 -0.07
C -4.319 -1.538 1.852 -0.23
O -2.986 -2.071 1.696 -0.04
C -2.491 -1.924 0.437 -0.51
C -1.459 -2.932 0.163 -0.12
C -1.567 -3.554 -1.147 -0.41
O -2.413 -3.256 -1.987 -0.01
C -0.547 -4.673 -1.452 -0.13
C -0.134 -5.485 -0.231 -0.22
C 0.316 -4.570 0.912 -0.19
C -0.837 -3.617 1.286 -0.20
O -2.860 -1.028 -0.310 0.03
H -5.615 -1.059 3.477 0.07
H -4.566 -2.456 3.778 0.08
H -3.899 -0.792 3.815 0.05
H -5.008 -2.214 1.326 0.13
H -4.342 -0.552 1.379 0.11
H -0.960 -5.331 -2.226 0.10
H 0.343 -4.165 -1.861 0.12
H -0.972 -6.100 0.124 0.11
H 0.677 -6.170 -0.505 0.09
H 0.593 -5.156 1.803 0.10
H 1.186 -3.967 0.607 0.11
H -0.479 -2.861 1.994 0.08
H -1.609 -4.221 1.793 0.11
C -1.966 0.652 5.637 -0.08
C -1.025 -0.139 4.765 -0.24
O -1.263 0.212 3.393 -0.01
C -0.351 -0.399 2.571 -0.44
C -0.403 0.070 1.187 0.13
C 0.778 0.576 0.666 -0.29
C 0.834 1.660 -0.370 -0.03
N 1.848 -0.043 1.177 0.07
N 3.036 0.383 0.969 0.10
C 3.896 -0.748 0.842 -0.48
N 5.170 -0.235 0.828 0.11
C 6.338 -0.970 0.718 -0.23
C 7.595 -0.331 0.813 -0.04
C 8.767 -1.090 0.753 -0.11
C 8.704 -2.484 0.575 -0.12
C 7.461 -3.116 0.436 -0.08
C 6.287 -2.364 0.517 -0.01
O 3.537 -1.917 0.728 0.06
O 0.391 -1.268 3.042 0.07
H -1.714 0.453 6.684 0.07
H -1.859 1.733 5.469 0.08
H -3.012 0.351 5.484 0.06
H 0.022 0.089 5.006 0.13
H -1.192 -1.219 4.868 0.13
H -1.357 0.300 0.717 0.12
H 0.227 2.522 -0.048 0.08
H 1.874 1.992 -0.494 0.06
H 0.453 1.296 -1.338 0.09
H 5.168 0.776 0.955 0.14
H 7.637 0.754 0.943 0.10
H 9.741 -0.605 0.846 0.10
H 9.617 -3.082 0.547 0.09
H 7.386 -4.193 0.272 0.10
H 5.317 -2.845 0.441 0.09
```

Properties
E_tot (a.u.): -1470.7925
Strongest force on any atom (eV/Å): 3.53
Energy relative to the best compared isomer or geometry (same formula, charge and spin) (kcal/mol): 51.9
Charge: -1